(1)
A structure of composition C19H37CrN2P in a non-equilibrium geometry, computed with ωB97M-V/def2-TZVPD.

```
60
Properties=species:S:1:pos:R:3:forces:R:3
C 3.780649 1.889224 0.075470 0.1 -1.2 -2.6
C 3.610965 1.366929 -1.275251 0.2 0.1 2.6
C 2.990271 0.033728 -1.106762 1.8 -1.1 0.0
C 3.128574 -0.349004 0.220792 1.5 -0.6 -1.0
C 3.592577 0.779063 1.085273 -0.5 0.3 1.4
Cr 1.677707 1.901402 -0.642289 -1.4 -1.7 -0.8
N 2.520549 1.015850 2.093469 3.2 1.9 -1.3
C 1.439548 3.340576 -2.001883 1.3 3.1 0.9
C 1.043212 2.142084 -2.669046 -0.2 -0.3 -0.5
H 2.666320 -0.629897 -1.948291 0.4 0.8 1.0
H 3.850239 1.840196 -2.226909 -0.1 -0.1 0.4
H 3.160915 -1.365263 0.626497 -0.6 0.5 -0.3
H 4.521993 0.583266 1.711828 -0.4 0.0 -1.2
H 4.263981 2.792798 0.316340 0.5 1.0 0.1
H 1.776325 1.587572 -3.310742 -0.6 0.8 0.4
H 0.716055 3.981458 -1.394460 0.4 -0.7 -1.3
H 2.715502 1.763402 2.743049 -0.1 -0.2 0.1
H -0.001690 2.036180 -3.052265 1.0 0.0 0.7
H 2.390088 3.947963 -2.209106 -1.3 -0.9 -0.1
C -2.058765 -0.885247 2.695828 -0.7 0.1 0.1
C -0.970860 -0.005876 2.045092 -0.2 -1.1 0.7
C -1.354136 1.460401 2.236448 -0.1 0.4 -0.2
C 0.336667 -0.277435 2.732476 -0.3 -0.5 -1.2
P -0.747046 -0.366741 0.173527 2.9 3.2 -0.7
N 0.529617 0.573608 -0.269735 -3.3 -2.3 1.5
C -0.493692 -2.231057 -0.075966 -0.5 -0.5 0.0
C -1.740978 -3.090543 0.266375 0.0 -0.3 -0.1
C -0.103365 -2.509055 -1.539384 0.0 -0.3 -0.3
C 0.652166 -2.752394 0.798847 0.3 -0.2 0.1
C -2.084736 0.278874 -1.028965 -0.5 -1.0 0.4
C -1.587639 0.039067 -2.463453 0.0 -0.1 -0.3
C -3.442088 -0.419067 -0.821141 -0.6 0.3 -0.4
C -2.234844 1.797662 -0.865063 0.1 0.2 0.0
H -2.302838 -0.475602 3.692827 0.2 -0.1 -0.3
H -1.718136 -1.916501 2.862556 -0.1 0.4 -0.1
H -2.996350 -0.885682 2.124089 -0.2 -0.2 0.0
H -1.371484 1.674244 3.318916 0.1 -0.1 -0.3
H -0.627360 2.145337 1.764066 -0.3 -0.4 0.1
H -2.356643 1.673913 1.837757 0.2 0.0 0.3
H 0.701839 -1.295308 2.711651 -0.3 -0.1 0.5
H 1.709178 0.397142 2.178670 -1.6 -0.5 0.3
H 0.404625 0.202600 3.679817 0.0 0.4 0.9
H -2.624270 -2.834044 -0.336288 0.4 -0.1 0.3
H -1.501097 -4.152319 0.045954 0.0 0.4 0.0
H -2.008474 -3.045924 1.332761 0.1 0.1 -0.5
H 0.627002 -1.772505 -1.917557 -0.4 -0.2 0.1
H 0.355901 -3.514533 -1.597876 -0.1 0.4 0.1
H -0.988776 -2.546831 -2.193463 0.4 0.1 0.2
H 1.524065 -2.091072 0.709287 -0.5 -0.4 0.3
H 0.357994 -2.865385 1.854001 0.2 0.2 -0.5
H 0.937430 -3.765963 0.449867 -0.2 0.4 0.0
H -1.759543 -0.979204 -2.829451 -0.1 0.3 0.2
H -2.120675 0.723678 -3.140138 0.1 -0.1 0.1
H -0.516333 0.256996 -2.531259 -0.3 -0.1 0.0
H -3.752817 -0.475934 0.236393 0.2 0.0 -0.4
H -4.227036 0.152900 -1.354919 0.2 -0.2 0.2
H -3.457029 -1.429067 -1.264487 0.0 0.4 0.3
H -2.758348 2.081285 0.054113 0.2 -0.1 -0.3
H -1.249161 2.290523 -0.893190 -0.4 -0.2 0.1
H -2.825747 2.177531 -1.714696 0.1 -0.1 0.2
```
Forces are in eV/Å.

Summary:
spin multiplicity	4
Kohn-Sham gap (alpha / beta)	4.804 / 4.669	eV
net charge	-1

Here are the Löwdin charges for atoms 1 to 5, given in e:
1 C -0.147
2 C -0.188
3 C -0.159
4 C -0.085
5 C -0.405

(2)
The ion C2H7IN3 with charge +1 in a non-equilibrium geometry, computed with ωB97M-V/def2-TZVPD.

```
13
Properties=species:S:1:pos:R:3:forces:R:3
C 0.648941 -1.812794 0.317027 -2.1 -0.3 2.1
C 0.212409 -0.461876 -0.020846 -1.4 0.8 -1.5
N -0.349834 -0.410130 -1.242442 0.3 2.5 0.7
N 0.340069 0.525784 0.836437 0.2 -1.8 0.7
N -0.040272 1.793289 0.709166 -1.5 2.2 0.3
I -2.088604 2.703560 -0.066881 0.9 -0.8 0.2
H 0.078644 -2.102213 1.274033 1.6 0.1 -1.2
H 1.690196 -1.770350 0.309214 1.9 -0.3 1.0
H 0.411804 -2.485570 -0.475588 -0.5 -0.5 -0.5
H -0.738681 -1.134234 -1.772937 -0.1 -1.8 -0.2
H -0.603372 0.456926 -1.652974 -0.2 1.0 -0.1
H -0.124223 2.314828 1.616652 0.2 -1.3 -0.6
H 0.562923 2.382780 0.169138 0.6 0.3 -0.9
```
Forces are in eV/Å.

Summary:
Kohn-Sham gap (alpha / beta)	7.769 / 7.767	eV
net charge	+1
SMILES	C/C(N)=N/[NH2+]I

Here are the Löwdin charges for atoms 1 to 5, given in e:
1 C 0.012
2 C -0.398
3 N 0.206
4 N 0.037
5 N -0.239

(3)
The molecule C3H8N3P in a non-equilibrium geometry, computed with ωB97M-V/def2-TZVPD.

```
15
Properties=species:S:1:pos:R:3:forces:R:3
C 0.682155 -0.802609 -0.050375 -2.0 2.4 0.0
C 0.683890 0.573981 0.401283 1.6 0.9 -0.2
C 0.536164 0.977433 1.902884 1.1 -0.8 -0.3
N -0.580835 1.399906 -0.228155 -0.7 -0.5 -0.7
N -1.254075 0.719093 -0.933489 -1.6 0.3 -1.5
N -1.250305 -0.504040 -1.267786 2.3 2.3 3.5
P -1.776097 -1.333594 -2.595431 -0.3 0.3 -1.3
H 1.094203 -0.936349 -1.034734 0.4 -0.9 0.2
H 0.036604 -1.475401 0.487673 0.6 -0.8 0.0
H 1.514436 1.160609 -0.115004 -1.0 -0.7 0.8
H 0.093379 2.000819 2.156049 0.5 -1.6 -0.8
H 1.601990 0.933726 2.235014 -1.0 0.1 0.5
H -0.021302 0.127010 2.347387 0.2 0.8 0.3
H -2.029855 -2.409667 -1.813194 -0.9 -1.4 0.4
H -0.500054 -1.856487 -2.755405 0.6 -0.3 -0.9
```
Forces are in eV/Å.

Summary:
Kohn-Sham gap (alpha / beta)	8.563 / 8.564	eV

Here are the Löwdin charges for atoms 1 to 5, given in e:
1 C 0.039
2 C -0.426
3 C -0.089
4 N 0.071
5 N -0.183

It is found that the relative energy (zero: lowest compared OMol25 entry of this formula, charge and spin) values, taken in the order of the records, are 61.33, 186.57, 339.52 kJ/mol.
It is found that the DFT total energy values, taken in the order of the records, are -2241.2012, -542.0348, -624.5387 Eh.